Entry 1:
Molecular formula: C6H14NO2
Method: DFT, wB97M-V/def2-TZVPD

Results
Energy above the lowest of the compared OMol25 structures with the same formula, charge and spin = 2.331 eV
Molecular weight = 132.2 g/mol
LUMO energy = -4.26 eV
Kohn-Sham gap = 8.04 eV
Charge = +1
Total energy = -441.9002 Ha

Cartesian coordinates (Å):
C (-2.12937, 1.17116, -0.18668)
C (-1.07000, 1.36512, -1.25434)
C (0.31642, -0.61405, -1.30264)
C (2.23994, -1.32388, 1.08200)
C (-1.69914, -0.14966, 2.09262)
C (2.45197, -1.11150, -0.45284)
N (-1.49573, 0.86854, 1.04093)
O (-0.72178, 0.05101, -1.72677)
O (1.44140, -0.13249, -0.97234)
H (-2.55068, 2.17342, -0.21402)
H (-2.92219, 0.44342, -0.64824)
H (-1.36105, 1.82239, -2.17221)
H (-0.23479, 1.87395, -0.99304)
H (0.11621, -1.62458, -1.35481)
H (2.97566, -2.10825, 1.42989)
H (2.47364, -0.38823, 1.57772)
H (1.10100, -1.56200, 1.28838)
H (-0.80239, -0.55426, 2.42536)
H (-2.32810, 0.12930, 2.88130)
H (-2.23960, -0.92930, 1.58117)
H (2.29104, -1.94244, -1.23785)
H (3.40513, -0.65110, -0.55920)
H (-0.99596, 1.67829, 1.33431)

Forces on atoms 1 to 3 (eV/Å):
-1.2221 -0.3381 -1.8701
-1.8510 -1.2752 -1.5573
-1.2435 2.9109 -0.7975

=====

Entry 2:
Molecular formula: C6H36NO12
Method: DFT, wB97M-V/def2-TZVPD

Results
Energy above the lowest of the compared OMol25 structures with the same formula, charge and spin = 2.685 eV
Molecular weight = 314.3 g/mol
LUMO energy = 2.68 eV
Kohn-Sham gap = 8.77 eV
Charge = -1
Total energy = -1207.8907 Ha

Cartesian coordinates (Å):
C (2.03415, -2.61247, -1.46678)
N (1.82179, -1.95879, -0.18737)
C (1.26848, -0.60707, -0.32435)
C (0.94547, -0.18854, 1.12045)
C (2.12715, -0.06368, 2.06376)
C (1.63999, 0.02696, 3.52869)
C (-0.03668, -0.47183, -1.16396)
O (-0.96890, 0.46253, -0.60020)
H (2.82731, -3.36851, -1.34779)
H (1.20954, -3.25289, -1.78656)
H (2.32777, -1.97709, -2.29499)
H (1.29432, -2.52245, 0.46633)
H (2.06721, -0.01530, -0.77804)
H (0.16888, -0.78051, 1.60594)
H (0.47621, 0.79797, 1.04447)
H (2.69842, -0.99990, 2.07392)
H (2.83326, 0.72416, 1.78728)
H (1.25192, 1.03528, 3.71037)
H (2.44946, -0.05377, 4.25181)
H (0.90028, -0.76799, 3.59081)
H (-0.58915, -1.38626, -1.01254)
H (0.14284, -0.13912, -2.18382)
H (-2.27177, -2.48802, 0.27007)
H (-1.69026, -3.93042, 0.10364)
O (-2.23722, -3.40121, 0.69255)
H (-1.43193, 2.41659, 2.79230)
H (-0.65157, 1.41103, 3.72857)
O (-1.45239, 1.93204, 3.62516)
H (4.36902, -0.66128, -1.57042)
H (3.81695, 0.07732, -0.35617)
O (4.17832, 0.22040, -1.23683)
H (-4.15362, -0.24862, -3.06298)
H (-1.71320, -0.05909, -0.17515)
O (-3.73613, 0.43690, -2.52687)
H (-2.58666, 3.35968, 0.47469)
H (-1.32296, 4.02357, 0.69552)
O (-2.19415, 3.97740, 1.11589)
H (1.77840, 3.88041, -0.66280)
H (2.32325, 2.83233, 0.24596)
O (2.53434, 3.72150, -0.06329)
H (-3.27164, -0.13821, -1.84867)
H (-3.59563, -1.61915, -0.79680)
O (-2.72387, -1.22889, -0.66117)
H (-0.33691, 3.45875, -1.65575)
H (0.80905, 4.07136, -2.48903)
O (0.24213, 4.24619, -1.73109)
H (-1.58722, 1.72273, -1.47335)
H (-2.47620, 2.29249, -2.47347)
O (-1.92901, 2.61632, -1.74676)
H (-1.15536, -3.51274, 2.09086)
H (-1.07256, -2.22408, 2.74004)
O (-0.55154, -3.03839, 2.72272)
H (-1.56320, -1.79740, -3.70158)
H (-1.82785, -1.85730, -2.21977)
O (-1.40828, -2.37294, -2.94346)

Forces on atoms 1 to 3 (eV/Å):
0.3467 -2.0505 0.5030
0.3121 0.7374 -1.2322
-0.6351 -0.3960 1.3318

=====

Entry 3:
Molecular formula: C2H4OS3
Method: DFT, wB97M-V/def2-TZVPD

Results
Energy above the lowest of the compared OMol25 structures with the same formula, charge and spin = 4.574 eV
Molecular weight = 140.3 g/mol
LUMO energy = -1.34 eV
Kohn-Sham gap = 7.76 eV
Total energy = -1348.2403 Ha

Cartesian coordinates (Å):
C (-0.04159, -0.54906, -0.58487)
C (0.08884, 1.49217, -0.90781)
O (-0.74400, 0.11606, 1.91924)
S (0.10236, -1.63723, -1.70256)
S (1.58073, -1.64063, 1.77382)
S (-0.09363, -0.96665, 1.18620)
H (0.95697, 1.79470, -1.58702)
H (0.03059, 2.03126, 0.10140)
H (-0.95461, 1.36082, -1.22041)
H (-0.92566, -2.00144, 1.02200)

Forces on atoms 1 to 3 (eV/Å):
1.6832 3.7499 0.0925
-0.5915 -2.4035 1.8995
0.2092 -0.7216 -0.5876

=====

Entry 4:
Molecular formula: C33H39BFN3O6S
Method: DFT, wB97M-V/def2-TZVPD

Results
Molecular weight = 635.6 g/mol
LUMO energy = -0.99 eV
Kohn-Sham gap = 8.37 eV
SMILES string = COCCCCc1cc2c(c(CCN)c1S(=O)(=O)F)C(=O)N(B(N)O)C2=O.c1ccccc1.c1ccccc1.c1ccccc1
Total energy = -2419.5395 Ha

Cartesian coordinates (Å):
C (-2.23126, 2.73980, 2.40957)
O (-3.11043, 2.92309, 1.30113)
C (-2.62493, 2.24880, 0.15205)
C (-2.80568, 3.07757, -1.12359)
C (-1.91669, 2.59486, -2.29944)
C (-0.77308, 3.58573, -2.65130)
C (0.39728, 3.43241, -1.68914)
C (0.26176, 4.06821, -0.47361)
C (1.23773, 3.98052, 0.46464)
C (2.36996, 3.21974, 0.15078)
C (2.54410, 2.55607, -1.01717)
C (3.81018, 1.73480, -1.17580)
C (3.55846, 0.19449, -1.30532)
N (2.13274, -0.17123, -1.15792)
C (1.52645, 2.68988, -1.98278)
S (1.65959, 1.92745, -3.56375)
O (1.23263, 2.80115, -4.59615)
O (2.94132, 1.37045, -3.80208)
F (0.62750, 0.72857, -3.53256)
C (3.24913, 3.31488, 1.38711)
O (4.12549, 2.60863, 1.80555)
N (2.78540, 4.47801, 2.11625)
B (3.36004, 5.74664, 1.66294)
N (4.57447, 5.81092, 0.83278)
O (2.74832, 6.93701, 2.07607)
C (1.36091, 4.60155, 1.85262)
O (0.51118, 5.04673, 2.57907)
H (-2.79611, 3.02410, 3.30026)
H (-1.37915, 3.42341, 2.31307)
H (-1.90378, 1.69704, 2.49069)
H (-3.21043, 1.31988, 0.05906)
H (-1.57418, 1.93702, 0.24239)
H (-2.72071, 4.15057, -0.93049)
H (-3.84079, 2.92233, -1.45195)
H (-1.48968, 1.62679, -2.01113)
H (-2.52914, 2.48757, -3.19660)
H (-1.15760, 4.59915, -2.48192)
H (-0.47727, 3.54813, -3.69548)
H (-0.62362, 4.65164, -0.24172)
H (4.44775, 2.11644, -1.97455)
H (4.38084, 1.85346, -0.25314)
H (3.88646, -0.11183, -2.29822)
H (4.13966, -0.37345, -0.57596)
H (2.06957, -0.80277, -0.36637)
H (1.81855, -0.74675, -1.93140)
H (4.39894, 6.54688, 0.14964)
H (5.33230, 6.19903, 1.39216)
H (2.17668, 7.30045, 1.39100)
C (2.24742, -5.92610, -0.73090)
C (1.40875, -4.97163, -1.28833)
C (0.99117, -3.88654, -0.53019)
C (1.42029, -3.75057, 0.78359)
C (2.26231, -4.70370, 1.34003)
C (2.67253, -5.79348, 0.58422)
H (2.56973, -6.77417, -1.32207)
H (1.08004, -5.07498, -2.31450)
H (0.33076, -3.14493, -0.96380)
H (1.09793, -2.90132, 1.37419)
H (2.59821, -4.59745, 2.36381)
H (3.32485, -6.53953, 1.01995)
C (-1.45079, -7.83241, -3.97175)
C (-0.97692, -9.13705, -3.96383)
C (0.35460, -9.39457, -4.25977)
C (1.21503, -8.34598, -4.55502)
C (0.74175, -7.04107, -4.55962)
C (-0.59186, -6.78429, -4.27190)
H (-2.49002, -7.63225, -3.74383)
H (-1.64642, -9.95431, -3.72726)
H (0.72230, -10.41283, -4.25957)
H (2.25477, -8.54609, -4.78142)
H (1.41385, -6.22290, -4.78849)
H (-0.96195, -5.76653, -4.28043)
C (-5.78400, 2.15653, 6.80904)
C (-5.46206, 0.94339, 7.40193)
C (-4.93953, -0.08818, 6.63401)
C (-4.73043, 0.09670, 5.27415)
C (-5.04924, 1.31109, 4.68192)
C (-5.57975, 2.33975, 5.44820)
H (-6.19442, 2.95985, 7.40772)
H (-5.61917, 0.80149, 8.46376)
H (-4.69435, -1.03638, 7.09557)
H (-4.31856, -0.70634, 4.67577)
H (-4.88465, 1.45599, 3.62087)
H (-5.83301, 3.28495, 4.98472)

Forces on atoms 1 to 3 (eV/Å):
-0.4216 0.4955 -0.0082
0.5821 -0.1868 -0.0756
-0.2531 -0.1638 -0.3101